No. 1
The following is a quantum chemistry calculation of a 12-piece molecular cluster, H24O12 overall at a distorted geometry, from the OMol25 dataset.

The value obtained for the energy relative to the best compared isomer or geometry (same formula, charge and spin) is 654.57 kJ/mol. For the gap between HOMO and LUMO, the calculation gives 7.1 eV. The SMILES is O.O.O.O.O.O.O.O.O.O.O.O. The calculation puts the largest force on an atom at 5.10 eV/A. As for the electronic energy: -917.07604 Ha. As for the HOMO energy: -7.21 eV.

Positions of all 36 atoms, in Å:
O  0.58886  0.23923  0.49063
H  0.12367  -0.00758  -0.31664
H  1.47994  0.45291  0.19181
O  0.03444  0.60140  4.19495
H  0.06474  1.46590  4.62004
H  -0.65093  0.12633  4.67824
O  2.47625  -3.05667  -1.02490
H  1.56614  -3.15623  -0.72359
H  2.39283  -2.88063  -1.96885
O  2.83448  2.63467  -1.54390
H  3.16667  3.34050  -0.97783
H  1.99379  2.97321  -1.87198
O  -0.33931  0.24329  2.24286
H  -0.35364  1.10994  1.82133
H  -1.25281  -0.05922  2.18819
O  1.15364  -3.11704  1.41159
H  1.63278  -3.74499  0.85924
H  0.68852  -3.67174  2.04796
O  -2.77860  -2.98957  0.17080
H  -3.53150  -2.86497  0.75953
H  -2.98297  -3.80418  -0.30210
O  -1.49324  -0.49251  -0.80226
H  -2.07586  -0.72900  -0.07177
H  -1.62078  -1.20128  -1.44286
O  -1.35300  3.70783  0.38407
H  -1.16555  2.99048  -0.23176
H  -0.67539  3.61677  1.06344
O  5.70928  0.94917  -0.69776
H  5.03567  0.71121  -1.34476
H  6.19489  1.66774  -1.11827
O  -2.52547  -1.26079  -3.10624
H  -1.64136  -0.87789  -3.13325
H  -2.40999  -2.14377  -3.47502
O  -3.22018  3.35162  -0.79885
H  -3.02938  2.40984  -0.87391
H  -4.03664  3.46600  -1.29816

Forces on atoms 1 to 3 (eV/Å):
3.157 0.602 -3.964
-0.214 -0.154 -0.018
0.377 -0.002 -0.224

No. 2
The following is a quantum chemistry calculation of an isolated ion of composition C4H10P and charge +1 at a distorted geometry, from the OMol25 dataset.

As for the total charge: +1. The value obtained for the energy relative to the best compared isomer or geometry (same formula, charge and spin) is 92.52 kJ/mol. For the gap between HOMO and LUMO, the calculation gives 12.5 eV. The calculation puts the largest force on an atom at 6.24 eV/A. As for the electronic energy: -499.43267 Ha. As for the HOMO energy: -15.47 eV.

Positions of all 15 atoms, in Å:
C  1.54670  0.06210  0.90256
C  1.42026  0.02526  -0.91707
C  -1.12596  1.50268  0.11855
C  -1.03878  -1.57176  0.01826
P  -0.08587  -0.07539  0.05977
H  2.13184  -0.68586  1.26069
H  1.40434  0.98806  1.40531
H  1.70622  0.77165  -1.69009
H  1.62612  -0.95766  -1.20406
H  -0.43894  2.12165  -0.50432
H  -1.42700  1.91948  1.09390
H  -2.04382  1.41296  -0.56559
H  -0.32910  -2.36690  -0.15921
H  -1.75255  -1.41689  -0.78606
H  -1.59348  -1.72937  0.96736

Forces on atoms 1 to 3 (eV/Å):
-3.652 1.706 -4.766
-1.046 1.657 2.548
0.291 -0.724 -1.941

No. 3
The following is a quantum chemistry calculation of C31H79Br3N9O15P3 as an isolated structure at a distorted geometry, from the OMol25 dataset.

The value obtained for the energy relative to the best compared isomer or geometry (same formula, charge and spin) is 51.29 kJ/mol. For the gap between HOMO and LUMO, the calculation gives 8.0 eV. The calculation puts the largest force on an atom at 2.72 eV/A. As for the electronic energy: -11596.21749 Ha. As for the HOMO energy: -7.90 eV.

Positions of all 140 atoms, in Å:
C  4.17012  -4.03853  -3.10066
Br  2.36676  -4.63941  -3.50922
Br  4.76003  -2.75942  -4.44976
Br  5.35841  -5.59710  -2.94992
H  4.14844  -3.53212  -2.14499
O  3.67164  2.45168  2.44344
P  2.27162  2.32780  2.86549
N  1.81065  0.78782  3.29910
C  0.55388  0.43230  3.93186
C  2.63346  -0.35312  2.89347
N  1.11570  2.89514  1.73859
C  1.55094  3.91798  0.78075
C  -0.31412  2.83132  1.86301
N  1.88613  3.25670  4.26118
C  2.34284  2.76627  5.53082
C  1.98301  4.69595  4.05039
H  -0.01396  -0.37789  3.46778
H  -0.11316  1.23628  4.23143
H  0.84171  -0.02695  4.89226
H  3.59801  -0.28523  3.40150
H  2.82674  -0.40307  1.82051
H  2.14023  -1.27092  3.21023
H  1.19613  4.91022  1.07800
H  2.63830  3.89787  0.73528
H  1.13827  3.67392  -0.20098
H  -0.70361  1.94604  2.35770
H  -0.69097  3.76953  2.29455
H  -0.73757  2.75777  0.85106
H  1.59607  3.09576  6.26609
H  2.37984  1.68006  5.60113
H  3.34246  3.12367  5.81608
H  1.48791  5.01065  3.13987
H  3.02029  5.03115  4.12782
H  1.42844  5.19815  4.85037
O  -0.46957  -2.10176  -3.22087
P  -0.19297  -1.04743  -2.22597
N  1.22003  -0.14622  -2.49725
C  2.32828  -0.64624  -3.27816
C  1.61061  0.93114  -1.59818
N  0.06596  -1.55274  -0.63381
C  -0.05803  -0.75826  0.55617
C  0.81159  -2.76888  -0.44127
N  -1.40828  0.09418  -2.09079
C  -2.60671  -0.15215  -1.30163
C  -1.59720  1.10367  -3.11007
H  3.04179  -1.14821  -2.60786
H  2.80333  0.18348  -3.80669
H  1.98043  -1.45208  -3.92719
H  2.19212  1.67060  -2.16085
H  2.30799  0.55326  -0.84225
H  0.72410  1.43356  -1.21683
H  0.91822  -0.29066  0.73215
H  -0.86647  -0.03375  0.48479
H  -0.21324  -1.36641  1.45591
H  0.33236  -3.38603  0.32582
H  0.87271  -3.33944  -1.36413
H  1.82178  -2.63148  -0.02598
H  -2.41893  -0.98497  -0.62444
H  -2.94107  0.78086  -0.84581
H  -3.42704  -0.50795  -1.93142
H  -0.66054  1.38127  -3.59747
H  -2.03446  2.00918  -2.68407
H  -2.23806  0.77061  -3.93471
O  0.31081  -3.91057  3.51198
P  -0.97744  -4.65726  3.53048
N  -1.10185  -5.90425  2.36869
C  0.09613  -6.53806  1.86612
C  -2.35847  -6.63813  2.15770
N  -2.38897  -3.79312  3.26346
C  -2.85063  -3.48513  1.92721
C  -2.86498  -2.83348  4.24595
N  -1.10294  -5.42325  5.03432
C  -2.39687  -5.97336  5.44576
C  0.05519  -5.89537  5.74410
H  0.93798  -5.84929  1.92914
H  -0.02401  -6.83467  0.82165
H  0.35972  -7.43183  2.44629
H  -3.18269  -5.98940  2.42925
H  -2.29980  -7.53811  2.78182
H  -2.38652  -7.02405  1.13716
H  -2.52543  -2.49696  1.57581
H  -2.41865  -4.15979  1.18782
H  -3.94043  -3.52475  1.86355
H  -3.95765  -2.85238  4.21532
H  -2.53982  -3.03485  5.26552
H  -2.50651  -1.83016  3.98851
H  -2.61485  -6.86601  4.85273
H  -2.37095  -6.20915  6.50732
H  -3.21909  -5.28989  5.23485
H  0.22904  -6.95719  5.51596
H  -0.09860  -5.81570  6.82361
H  0.95644  -5.34737  5.48099
C  4.34973  2.86115  -4.18413
O  4.53463  4.01293  -5.01826
C  3.73901  5.03633  -4.78332
O  2.78080  5.01670  -4.05225
O  4.17999  6.07545  -5.46666
C  3.44192  7.26790  -5.45859
H  5.05198  2.05775  -4.37149
H  3.31267  2.58313  -4.37706
H  4.44238  3.17719  -3.14640
H  3.33136  7.71634  -4.46766
H  2.44152  7.18290  -5.87925
H  3.98617  8.03538  -6.00546
C  -4.50204  3.56947  -0.91327
O  -5.73926  4.26643  -0.91052
C  -6.59834  3.93787  0.05874
O  -6.54087  2.94990  0.73271
O  -7.49640  4.91352  0.11320
C  -8.55290  4.79423  1.05823
H  -4.55747  2.53463  -1.25499
H  -3.95504  3.77014  0.00437
H  -3.94533  3.99613  -1.75221
H  -9.22984  5.61769  0.84764
H  -8.20210  4.78949  2.08595
H  -9.13645  3.89475  0.85197
C  -6.52769  2.07354  -5.74752
O  -5.98352  0.75063  -5.81728
C  -5.42364  0.24658  -4.73057
O  -5.34515  0.79558  -3.66236
O  -5.02154  -0.98727  -5.05999
C  -4.33024  -1.76348  -4.09906
H  -6.79796  2.30873  -4.72076
H  -7.38346  2.07407  -6.41475
H  -5.77683  2.77751  -6.10335
H  -4.25478  -2.76408  -4.52208
H  -4.81154  -1.79705  -3.12294
H  -3.28197  -1.48419  -3.95679
C  5.17797  2.00840  -0.57858
O  6.36373  1.44334  -1.13594
C  6.35999  0.17706  -1.53461
O  5.41730  -0.56744  -1.44118
O  7.54288  -0.08895  -2.04861
C  7.87858  -1.41274  -2.39114
H  4.74338  1.46406  0.25579
H  4.43233  2.21082  -1.34596
H  5.50988  2.97991  -0.21744
H  7.91251  -2.11437  -1.55394
H  8.86161  -1.38786  -2.85235
H  7.20049  -1.90419  -3.09429

Forces on atoms 1 to 3 (eV/Å):
-0.106 -0.422 -0.513
0.370 0.214 0.120
0.039 -0.537 0.322